(1)
# C15H40ClO19S5

A cluster of 6 separate species, C15H40ClO19S5 in total at a distorted geometry (the ωB97M-V functional and the def2-TZVPD basis, the OMol25 dataset).

ORCA input file:
```
! RIJCOSX wB97M-V def2-TZVPD def2/J DEFGRID3
* xyz -1 1
Cl 0.607 0.106 -0.157
O 1.580 -0.484 -1.018
O -0.266 -0.913 0.429
O 1.320 0.915 0.773
O -0.282 0.919 -0.991
O 1.116 4.174 9.249
S 0.512 3.738 10.507
O -0.643 4.384 11.053
O 0.246 2.054 10.511
C 0.949 1.346 9.564
C -0.045 1.123 8.334
C 1.810 3.798 11.824
H 1.168 0.391 10.043
H 1.921 1.777 9.327
H -1.073 1.039 8.687
H 0.165 0.119 7.964
H -0.002 1.855 7.528
H 2.718 3.557 11.271
H 1.576 3.002 12.530
H 1.727 4.781 12.289
O -4.110 8.552 1.466
S -4.544 7.694 2.570
O -5.115 8.364 3.788
O -5.700 6.626 2.088
C -5.461 5.772 1.031
C -5.402 4.370 1.481
C -3.188 6.487 3.062
H -4.557 6.025 0.477
H -6.223 5.764 0.252
H -5.626 3.618 0.724
H -6.164 4.312 2.258
H -4.448 4.277 2.002
H -2.435 7.128 3.520
H -2.932 6.037 2.103
H -3.475 5.796 3.855
O 3.414 0.802 -9.084
S 3.274 -0.458 -9.780
O 2.320 -0.626 -10.882
O 4.759 -1.049 -10.165
C 4.769 -2.363 -10.836
C 5.896 -3.157 -10.191
C 2.758 -1.682 -8.435
H 5.024 -2.083 -11.858
H 3.809 -2.869 -10.741
H 6.027 -4.158 -10.601
H 5.684 -3.290 -9.131
H 6.880 -2.686 -10.195
H 2.360 -2.640 -8.771
H 1.926 -1.246 -7.882
H 3.550 -1.830 -7.701
O -5.204 -0.353 -8.093
S -5.760 -0.563 -6.758
O -7.100 -1.072 -6.686
O -4.805 -1.666 -5.982
C -5.200 -2.221 -4.799
C -4.132 -3.347 -4.712
C -5.519 0.927 -5.592
H -6.177 -2.703 -4.844
H -5.130 -1.486 -3.997
H -3.135 -2.918 -4.612
H -4.229 -4.010 -5.572
H -4.409 -3.870 -3.797
H -4.486 0.897 -5.246
H -6.143 0.856 -4.701
H -5.873 1.766 -6.191
O 4.619 -3.941 5.148
S 5.674 -4.618 4.344
O 6.919 -5.108 4.971
O 4.964 -5.972 3.581
C 3.796 -5.864 2.815
C 2.971 -7.104 2.774
C 6.134 -3.592 2.843
H 3.987 -5.509 1.802
H 3.097 -5.089 3.129
H 2.074 -7.024 2.160
H 2.637 -7.522 3.724
H 3.572 -7.849 2.253
H 6.791 -4.190 2.212
H 6.689 -2.775 3.304
H 5.207 -3.249 2.382
*
```

gap between HOMO and LUMO	7.6686	eV
DFT total energy	-4475.8305	hartree
LUMO energy	1.82	eV

***

(2)
# C15H40GaNO11P3

A structure of composition C15H40GaNO11P3 at a distorted geometry (the ωB97M-V functional and the def2-TZVPD basis, the OMol25 dataset).

ORCA input file:
```
! RIJCOSX wB97M-V def2-TZVPD def2/J DEFGRID3
* xyz -1 1
C 0.546 3.650 6.382
C -0.539 4.766 6.753
C -0.552 6.014 5.742
N -1.303 4.700 7.786
Ga -3.197 4.696 7.349
P -3.697 3.839 5.221
O -5.148 3.348 5.220
O -3.589 5.090 4.052
O -2.702 2.527 4.763
H 1.569 4.138 6.371
H 0.485 2.760 7.062
H 0.334 3.377 5.301
H -1.591 6.358 5.500
H 0.075 6.809 6.252
H -0.030 5.756 4.768
H -3.932 6.118 7.482
H -3.910 3.728 8.433
H -3.748 5.925 4.528
H -2.301 2.220 5.600
O 1.167 1.422 3.418
P 0.591 1.075 2.044
O -0.171 -0.336 2.465
C -1.438 -0.208 3.118
C -2.495 0.399 2.213
O 2.043 0.540 1.432
C 3.279 0.775 2.101
C 3.572 -0.302 3.132
O -0.086 0.970 0.480
C 0.520 0.236 -0.589
C 0.687 -1.256 -0.351
H -1.321 0.393 4.023
H -1.748 -1.210 3.418
H -2.240 1.428 1.942
H -3.466 0.419 2.711
H -2.585 -0.167 1.284
H 3.297 1.774 2.541
H 4.067 0.764 1.342
H 2.711 -0.529 3.759
H 4.405 -0.007 3.774
H 3.834 -1.238 2.632
H 1.468 0.704 -0.861
H -0.136 0.368 -1.455
H 1.257 -1.494 0.545
H 1.214 -1.709 -1.195
H -0.284 -1.741 -0.238
O 1.201 -2.306 -4.162
P 0.567 -2.371 -5.553
O -0.288 -3.777 -5.346
C -1.521 -3.678 -4.632
C -2.558 -2.853 -5.377
O 1.952 -2.907 -6.300
C 3.222 -2.884 -5.651
C 3.451 -4.139 -4.824
O -0.160 -2.160 -7.083
C 0.357 -2.746 -8.283
C 0.413 -4.266 -8.301
H -1.335 -3.252 -3.642
H -1.896 -4.694 -4.494
H -2.237 -1.812 -5.480
H -3.511 -2.856 -4.844
H -2.716 -3.242 -6.384
H 3.335 -1.978 -5.054
H 3.985 -2.829 -6.432
H 2.591 -4.399 -4.209
H 4.322 -4.021 -4.177
H 3.620 -4.995 -5.481
H 1.331 -2.311 -8.512
H -0.311 -2.423 -9.087
H 0.987 -4.691 -7.481
H 0.878 -4.608 -9.229
H -0.591 -4.691 -8.231
*
```

gap between HOMO and LUMO	3.6960	eV
DFT total energy	-4426.8054	hartree
LUMO energy	-0.35	eV

***

(3)
# C15H40MnNO18S5

A structure of composition C15H40MnNO18S5 at a distorted geometry (the ωB97M-V functional and the def2-TZVPD basis, the OMol25 dataset).

ORCA input file:
```
! RIJCOSX wB97M-V def2-TZVPD def2/J DEFGRID3
* xyz 1 6
Mn -0.367 -2.398 2.789
N -0.674 -0.479 0.246
O -1.050 -1.170 1.165
O -0.431 -0.963 -0.886
O -0.422 0.724 0.527
O 0.155 -3.856 1.349
S 0.866 -4.590 0.292
O 1.117 -5.991 0.348
O 0.027 -4.312 -1.097
C 0.508 -5.058 -2.295
C 0.738 -4.024 -3.372
C 2.411 -3.657 -0.312
H -0.108 -5.909 -2.586
H 1.499 -5.491 -2.158
H 0.806 -4.153 -4.452
H 1.544 -3.365 -3.050
H -0.167 -3.417 -3.339
H 3.068 -3.653 0.558
H 2.209 -2.676 -0.741
H 2.971 -4.240 -1.043
O -4.288 3.863 1.578
S -3.628 3.694 0.302
O -4.085 4.135 -1.025
O -2.087 4.114 0.606
C -1.199 4.186 -0.529
C 0.175 4.570 0.177
C -3.349 1.932 0.182
H -1.503 5.046 -1.126
H -1.182 3.302 -1.167
H 1.018 4.650 -0.509
H 0.454 3.725 0.807
H 0.179 5.416 0.865
H -2.682 1.776 -0.666
H -4.299 1.448 -0.049
H -3.156 1.453 1.142
O 1.418 2.793 3.421
S 0.330 3.508 4.039
O 0.341 3.804 5.417
O 0.071 4.957 3.294
C -0.784 5.869 3.854
C -0.777 7.071 2.936
C -1.259 2.697 3.468
H -0.352 6.029 4.842
H -1.778 5.516 4.129
H 0.119 7.680 2.809
H -1.257 7.865 3.507
H -1.151 6.663 1.997
H -1.152 1.738 3.974
H -1.163 2.545 2.393
H -2.129 3.229 3.855
O 3.789 3.451 -1.354
S 4.138 2.082 -0.862
O 3.947 0.964 -1.808
O 5.778 2.105 -0.437
C 6.359 0.813 -0.279
C 6.491 0.455 1.209
C 3.286 1.683 0.601
H 7.412 0.863 -0.557
H 5.908 0.022 -0.878
H 5.629 0.757 1.803
H 7.373 0.864 1.702
H 6.614 -0.628 1.181
H 3.516 0.717 1.049
H 2.299 1.492 0.179
H 3.347 2.535 1.279
O -2.564 -3.052 -4.404
S -3.375 -3.696 -3.341
O -4.823 -4.014 -3.559
O -2.578 -5.142 -3.082
C -3.180 -6.082 -2.295
C -3.914 -7.111 -3.168
C -3.121 -2.942 -1.746
H -3.905 -5.614 -1.628
H -2.373 -6.467 -1.671
H -3.259 -7.665 -3.841
H -4.783 -6.690 -3.673
H -4.487 -7.852 -2.610
H -3.129 -3.649 -0.917
H -3.866 -2.159 -1.602
H -2.074 -2.640 -1.753
*
```

gap between HOMO and LUMO (spin up / spin down)	4.8444 / 4.8320	eV
DFT total energy	-5145.8736	hartree
LUMO energy (spin up / spin down)	-7.83 / -7.84	eV

***

(4)
# C15H40O13

A cluster of 9 separate species, C15H40O13 in total at a distorted geometry (the ωB97M-V functional and the def2-TZVPD basis, the OMol25 dataset).

ORCA input file:
```
! RIJCOSX wB97M-V def2-TZVPD def2/J DEFGRID3
* xyz 0 1
C 1.020 0.685 0.509
C -0.401 0.619 1.132
C -0.645 -0.410 2.264
O -1.184 0.373 3.268
C -1.207 1.651 2.941
O -1.727 2.523 3.662
O -0.654 1.873 1.694
H 1.669 0.038 1.099
H 1.433 1.594 0.071
H 1.077 0.090 -0.403
H -1.209 0.534 0.405
H 0.230 -0.810 2.776
H -1.371 -1.175 1.988
C 1.618 0.901 -7.271
C 2.334 1.631 -6.205
C 1.486 2.758 -5.600
O 1.720 2.583 -4.167
C 2.237 1.399 -3.837
O 2.463 0.884 -2.728
O 2.405 0.800 -5.023
H 1.354 1.582 -8.080
H 0.710 0.347 -7.031
H 2.273 0.142 -7.699
H 3.364 1.928 -6.402
H 0.449 2.674 -5.924
H 1.829 3.756 -5.873
C -1.048 2.283 -1.872
O -1.108 3.613 -1.429
H -0.910 2.382 -2.948
H -0.231 1.665 -1.498
H -1.998 1.775 -1.711
H -0.326 3.883 -0.942
C 4.852 -0.528 -0.251
O 4.898 -0.193 1.095
H 4.914 -1.589 -0.492
H 3.859 -0.202 -0.561
H 5.639 0.004 -0.785
H 4.456 -0.913 1.551
C -4.912 2.345 2.171
O -5.672 1.526 1.322
H -4.444 1.662 2.880
H -4.098 2.788 1.597
H -5.517 3.154 2.580
H -6.043 2.082 0.633
C 1.692 -3.604 -0.060
O 2.784 -3.638 -0.959
H 0.816 -3.801 -0.678
H 1.645 -4.296 0.781
H 1.662 -2.619 0.406
H 3.478 -4.054 -0.444
C -4.021 -2.696 5.162
O -3.136 -2.399 4.135
H -3.814 -3.554 5.801
H -4.125 -1.903 5.902
H -4.996 -3.017 4.793
H -2.885 -1.480 4.016
C -4.304 -1.275 0.412
O -3.638 -0.127 0.044
H -3.677 -1.950 0.994
H -5.215 -1.079 0.978
H -4.660 -1.943 -0.372
H -4.079 0.568 0.538
C 4.072 -2.244 3.533
O 3.021 -1.400 3.155
H 4.414 -2.858 2.700
H 4.887 -1.700 4.011
H 3.743 -2.838 4.386
H 2.751 -0.803 3.857
*
```

gap between HOMO and LUMO	10.1321	eV
SMILES	C[C@H]1COC(=O)O1.C[C@H]1COC(=O)O1.CO.CO.CO.CO.CO.CO.CO
DFT total energy	-1573.4695	hartree
LUMO energy	0.54	eV

***

(5)
# C15H40O15S5

A cluster of 5 separate species, C15H40O15S5 in total at a distorted geometry (the ωB97M-V functional and the def2-TZVPD basis, the OMol25 dataset).

ORCA input file:
```
! RIJCOSX wB97M-V def2-TZVPD def2/J DEFGRID3
* xyz 0 1
C 0.658 -2.181 -3.598
C -0.214 -2.920 -2.593
O -0.497 -4.238 -3.074
S -1.780 -5.002 -2.420
C -1.558 -4.684 -0.619
O -2.962 -4.316 -2.852
O -1.606 -6.393 -2.719
H 1.606 -2.720 -3.645
H 0.845 -1.185 -3.201
H 0.212 -2.122 -4.587
H 0.243 -2.868 -1.604
H -1.187 -2.426 -2.494
H -0.743 -5.314 -0.286
H -2.502 -4.925 -0.136
H -1.453 -3.602 -0.593
C 6.145 1.623 3.046
C 6.063 1.869 1.576
O 5.733 3.240 1.316
S 5.421 3.657 -0.204
C 7.080 4.033 -0.827
O 4.910 2.497 -0.889
O 4.662 4.873 -0.136
H 7.115 1.959 3.424
H 6.216 0.546 3.241
H 5.372 1.947 3.740
H 7.054 1.658 1.154
H 5.370 1.190 1.079
H 7.341 5.061 -0.612
H 6.968 3.871 -1.897
H 7.694 3.281 -0.341
C 3.290 -1.173 2.201
C 2.668 -0.323 1.110
O 1.485 -0.946 0.595
S 0.308 0.037 0.143
C -0.460 0.353 1.751
O 0.873 1.271 -0.349
O -0.594 -0.715 -0.688
H 4.356 -0.963 2.312
H 3.282 -2.210 1.852
H 2.848 -1.049 3.186
H 2.528 0.668 1.550
H 3.341 -0.207 0.258
H -1.288 1.002 1.485
H 0.348 0.858 2.270
H -0.749 -0.619 2.135
C -3.536 2.453 -1.105
C -2.075 2.964 -1.116
O -1.596 2.904 0.247
S -0.861 4.214 0.893
C 0.509 4.491 -0.277
O -1.731 5.352 0.797
O -0.327 3.666 2.119
H -3.852 2.288 -0.080
H -3.628 1.568 -1.734
H -4.234 3.198 -1.492
H -1.338 2.404 -1.695
H -2.079 3.994 -1.480
H 0.089 4.652 -1.266
H 1.292 3.742 -0.255
H 0.929 5.446 0.045
C -3.982 -0.789 1.322
C -4.781 -1.145 0.072
O -5.051 -2.557 0.045
S -6.651 -2.898 0.152
C -6.540 -4.661 0.397
O -7.201 -2.262 1.319
O -7.275 -2.625 -1.115
H -3.103 -1.444 1.299
H -4.409 -1.053 2.288
H -3.651 0.239 1.183
H -5.664 -0.547 -0.152
H -4.081 -0.954 -0.748
H -7.471 -5.119 0.069
H -6.385 -4.851 1.455
H -5.759 -5.063 -0.246
*
```

gap between HOMO and LUMO	10.8260	eV
SMILES	CCOS(C)(=O)=O.CCOS(C)(=O)=O.CCOS(C)(=O)=O.CCOS(C)(=O)=O.CCOS(C)(=O)=O
DFT total energy	-3714.9614	hartree
LUMO energy	0.16	eV

***

(6)
# C15H42ClNO20P4S

A structure of composition C15H42ClNO20P4S at a distorted geometry (the ωB97M-V functional and the def2-TZVPD basis, the OMol25 dataset).

ORCA input file:
```
! RIJCOSX wB97M-V def2-TZVPD def2/J DEFGRID3
* xyz 0 1
N -0.692 1.569 -0.291
C -0.270 0.169 -0.135
O 0.699 -0.348 -0.732
C -1.085 -0.717 0.907
C -0.620 -0.337 2.409
O 0.269 -1.382 2.876
S 1.759 -0.777 3.372
O 2.676 -1.982 3.328
O 2.403 0.287 2.210
Cl 2.319 1.878 2.827
H 0.017 2.164 0.160
H -1.587 1.645 0.208
H -2.206 -0.475 0.866
H -0.962 -1.829 0.709
H -1.567 -0.310 3.059
H -0.176 0.709 2.416
C 2.378 6.498 6.801
O 2.468 5.578 5.710
P 1.464 5.959 4.368
O 1.625 4.575 3.767
O 2.613 6.978 3.778
C 3.957 6.530 3.663
O 0.390 6.461 3.129
C -0.022 7.829 3.169
H 3.100 6.207 7.562
H 2.603 7.515 6.465
H 1.373 6.467 7.230
H 4.026 5.445 3.595
H 4.524 6.880 4.526
H 4.389 6.968 2.764
H 0.806 8.483 2.888
H -0.381 8.092 4.165
H -0.830 7.967 2.451
C -0.319 1.956 -7.335
O -1.521 1.186 -7.285
P -1.753 0.313 -5.821
O -2.836 -0.559 -6.430
O -2.418 1.646 -5.118
C -3.448 2.353 -5.791
O -1.820 -0.508 -4.318
C -1.000 0.023 -3.271
H -0.303 2.520 -8.266
H -0.276 2.655 -6.492
H 0.548 1.291 -7.304
H -3.975 1.729 -6.512
H -3.014 3.215 -6.300
H -4.160 2.713 -5.048
H -1.408 0.970 -2.913
H 0.022 0.168 -3.624
H -0.994 -0.685 -2.446
C -3.445 -2.726 -8.154
O -3.815 -3.544 -9.270
P -3.638 -5.234 -9.008
O -3.744 -5.550 -10.489
O -5.124 -5.304 -8.298
C -6.240 -4.724 -8.955
O -3.363 -6.876 -8.592
C -3.285 -7.167 -7.196
H -3.659 -1.688 -8.395
H -4.016 -3.011 -7.264
H -2.377 -2.835 -7.954
H -6.092 -4.645 -10.031
H -6.424 -3.734 -8.536
H -7.113 -5.348 -8.763
H -4.272 -7.087 -6.736
H -2.588 -6.488 -6.702
H -2.930 -8.191 -7.076
C 2.576 -3.265 5.983
O 3.144 -2.129 6.642
P 3.334 -2.310 8.342
O 3.545 -0.821 8.549
O 4.779 -3.069 8.124
C 5.759 -2.482 7.281
O 3.413 -2.639 10.024
C 3.365 -4.017 10.398
H 2.566 -3.073 4.909
H 3.172 -4.163 6.183
H 1.551 -3.419 6.331
H 5.625 -1.405 7.180
H 5.710 -2.951 6.298
H 6.742 -2.677 7.709
H 4.298 -4.517 10.130
H 2.523 -4.516 9.914
H 3.239 -4.077 11.480
*
```

gap between HOMO and LUMO	6.3763	eV
DFT total energy	-4379.6949	hartree
LUMO energy	-2.88	eV